Version one
Computed, not measured: a cluster of 3 separate species, C4H13NOS2 in total, with ωB97M-V/def2-TZVPD.

Each line ends with the natural charge from an NBO analysis.
CARTESIAN COORDINATES (ANGSTROEM)
O  -3.09  0.41  -0.49  -0.966
C  0.86  0.76  -0.33  -0.035
H  -3.61  -0.39  -0.44  0.468
S  -0.23  -1.06  2.61  -0.460
H  0.14  2.10  1.07  0.231
H  -0.84  0.68  1.04  0.263
H  1.29  -0.89  -1.67  0.231
H  2.74  -1.16  -0.48  0.189
C  0.37  -0.46  -1.24  -0.615
H  -1.03  -0.29  3.36  0.130
H  1.35  1.45  -1.02  0.231
H  -0.97  1.86  -0.34  0.240
H  -2.32  0.18  -1.05  0.458
C  -0.30  1.39  0.38  -0.635
H  3.65  0.28  -0.16  0.216
S  -0.71  0.07  -2.47  0.088
H  3.29  -0.97  1.17  0.226
N  1.75  0.31  0.67  -0.467
H  1.24  -0.26  1.37  0.399
H  -0.03  -1.30  -0.68  0.240
C  2.95  -0.42  0.30  -0.431

Summary:
LUMO level = -4.3 eV
Molecular weight = 155.29 u
Net charge = 0

***

Version two
Computed, not measured: a cluster of 3 separate species, C4H13NOS2 in total, with ωB97M-V/def2-TZVPD.

Each line ends with the natural charge from an NBO analysis.
CARTESIAN COORDINATES (ANGSTROEM)
H  1.57  -0.85  -2.58  0.250
H  -2.14  0.41  1.31  0.267
H  -0.23  -1.80  3.23  0.370
H  1.37  1.72  0.02  0.465
N  -0.65  -1.45  2.37  -0.834
H  -0.91  -1.98  -3.00  0.220
H  2.02  0.35  -0.08  0.466
S  0.48  -1.58  -0.65  0.019
H  0.48  0.39  -1.84  0.247
H  -1.40  -0.26  -3.09  0.218
C  0.57  -0.63  -2.20  -0.555
C  -1.10  0.48  0.97  -0.608
H  0.79  -0.13  1.64  0.174
S  -0.85  2.19  0.72  0.088
C  -0.57  -0.96  -3.17  -0.633
H  -0.24  -0.92  -4.22  0.218
H  -0.97  -0.21  0.06  0.252
H  -0.39  -2.02  1.60  0.356
C  -0.23  -0.10  2.06  -0.238
H  -0.20  0.48  2.97  0.208
O  2.18  1.28  -0.27  -0.952

Summary:
LUMO level = -3.9 eV
Molecular weight = 155.29 u
Net charge = 0

***

What is the stability order? It is version two, version one, from most stable to least stable.

***

Version one
Computed, not measured: an isolated molecule of C2H7OPS2, with ωB97M-V/def2-TZVPD.

Each line ends with the natural charge from an NBO analysis.
CARTESIAN COORDINATES (ANGSTROEM)
S  -0.93  2.05  0.11  -0.513
H  0.25  0.13  2.36  0.277
S  -2.15  -0.90  -0.71  -0.260
H  2.54  0.50  -1.54  0.194
P  -0.65  0.12  0.40  1.278
H  1.14  1.48  -1.14  0.190
H  -1.23  -1.12  2.62  0.282
O  1.08  -0.40  -0.31  -0.756
C  1.43  0.43  -1.37  -0.273
H  0.88  0.16  -2.26  0.161
H  0.13  -1.56  1.67  0.272
C  -0.42  -0.68  1.98  -1.014
H  -2.08  -0.20  -1.81  0.162

Summary:
LUMO level = 0.4 eV
Molecular weight = 142.19 u
Net charge = 0

***

Version two
Computed, not measured: a cluster of 2 separate species, C2H7OPS2 in total, with ωB97M-V/def2-TZVPD.

Each line ends with the natural charge from an NBO analysis.
CARTESIAN COORDINATES (ANGSTROEM)
H  -1.70  0.89  -1.28  0.187
H  3.83  -1.17  0.67  0.160
S  3.15  -1.76  -0.38  -0.280
S  2.18  1.36  0.51  -0.342
O  0.69  -0.45  -1.27  -1.099
P  1.41  -0.59  -0.05  1.454
H  1.74  1.85  -0.61  0.166
H  0.57  -1.00  0.98  -0.055
H  -2.75  1.46  0.92  0.208
H  -2.86  -0.46  1.16  0.201
C  -2.01  0.17  -0.48  -0.357
C  -2.60  0.44  0.66  -0.436
H  -1.65  -0.73  -0.84  0.194

Summary:
LUMO level = 0.2 eV
Molecular weight = 142.19 u
Net charge = 0

***

What is the stability order? It is version one, version two, from most stable to least stable.

***

Version one
Computed, not measured: an isolated molecule of C22H33N3OS, with ωB97M-V/def2-TZVPD.

Each line ends with the natural charge from an NBO analysis.
CARTESIAN COORDINATES (ANGSTROEM)
H  0.81  1.15  2.53  0.218
H  1.03  0.57  0.86  0.181
H  0.30  0.10  -1.47  0.229
H  3.59  -1.87  2.27  0.192
C  -0.73  -1.16  3.23  -0.292
H  -2.71  -1.53  -0.83  0.400
C  3.30  1.83  3.23  -0.405
H  -0.45  -1.68  -3.40  0.422
C  -4.05  -1.82  -3.41  -0.641
H  -4.41  -2.30  -2.50  0.226
H  4.52  3.27  4.24  0.200
C  -1.41  0.79  -2.56  -0.008
C  1.02  0.26  1.92  -0.271
C  -2.14  -3.11  0.41  -0.272
C  2.64  -1.57  1.82  -0.212
C  -1.27  -2.55  -1.80  0.306
H  -4.05  3.83  -2.10  0.219
H  2.52  2.55  2.98  0.190
C  -3.54  1.90  -2.87  0.020
H  -1.71  2.89  -2.39  0.206
N  2.32  -0.25  2.35  -0.437
C  -3.39  -0.51  -3.11  -0.019
C  4.62  2.57  3.41  -0.386
C  3.37  0.73  2.17  -0.218
H  -4.90  -1.67  -4.08  0.220
H  -0.57  -0.82  4.23  0.229
H  3.35  1.18  1.16  0.164
H  -3.13  -3.41  0.75  0.215
H  0.64  0.60  -3.12  0.217
H  -5.18  0.62  -3.35  0.207
H  0.34  1.82  -1.89  0.218
C  -1.65  -2.14  2.79  -0.310
H  5.23  2.68  1.33  0.201
H  5.41  1.86  3.66  0.193
H  3.03  1.36  4.18  0.214
H  -3.35  -2.50  -3.89  0.233
C  -4.34  3.16  -2.91  -0.631
C  -2.03  -0.44  -2.82  0.139
H  -4.17  3.68  -3.85  0.223
H  3.07  -2.68  0.03  0.222
S  -0.19  -3.80  -1.84  -0.277
C  -2.18  1.94  -2.59  -0.223
H  4.25  4.05  1.87  0.199
H  -5.41  2.95  -2.82  0.216
H  -1.54  -4.01  0.23  0.262
H  4.33  0.21  2.28  0.197
H  1.77  -1.52  -0.17  0.213
C  -0.07  -0.73  2.11  0.279
N  -2.24  -2.42  -0.86  -0.605
C  -4.13  0.67  -3.13  -0.223
H  3.45  -0.97  -0.11  0.196
H  1.87  -2.26  2.18  0.202
C  2.74  -1.68  0.29  -0.642
C  -1.49  -2.24  1.44  0.259
C  5.04  3.35  2.16  -0.608
O  -0.53  -1.39  1.03  -0.418
C  0.05  0.83  -2.24  -0.629
H  5.94  3.93  2.36  0.209
N  -1.25  -1.62  -2.78  -0.635
H  -2.34  -2.69  3.40  0.227

Summary:
LUMO level = 0.6 eV
Molecular weight = 387.59 u
Net charge = 0

***

Version two
Computed, not measured: a structure of composition C22H33N3OS, with ωB97M-V/def2-TZVPD.

Each line ends with the natural charge from an NBO analysis.
CARTESIAN COORDINATES (ANGSTROEM)
N  -3.27  0.36  -0.06  -0.435
H  4.47  0.81  0.94  0.406
N  3.51  0.94  0.70  -0.629
C  2.66  -2.86  0.08  -0.164
C  -0.86  -1.87  -1.81  -0.378
H  4.73  -0.61  -1.34  0.233
H  -4.11  2.42  -0.42  0.190
H  -2.38  3.96  1.30  0.235
H  1.50  1.13  -0.90  0.418
H  -1.43  -2.80  -1.36  0.188
C  2.87  -0.24  0.68  0.065
H  -2.85  -1.05  -1.92  0.188
C  0.67  -4.15  0.84  -0.595
C  1.16  0.86  2.10  -0.672
H  -3.41  1.64  -1.65  0.179
H  -4.53  -0.24  3.04  0.175
H  -5.02  -0.83  1.55  0.214
H  2.07  1.38  2.55  0.255
H  -0.46  -1.32  -3.75  0.198
H  0.06  -1.61  2.24  0.143
C  0.98  -1.42  1.17  -0.104
H  -3.57  -1.32  2.10  0.214
C  -4.28  -0.63  2.32  -0.577
H  1.25  -4.73  1.32  0.194
C  -1.75  3.51  0.51  -0.366
H  0.40  1.53  1.54  0.270
C  0.09  3.06  -0.58  0.259
H  -2.15  -1.19  0.30  0.184
C  1.53  -2.72  0.77  -0.009
S  4.08  3.23  0.16  -0.251
H  -1.20  0.15  0.16  0.139
H  -4.30  1.67  1.54  0.184
H  -1.69  -2.37  -3.73  0.218
N  2.07  1.99  -0.66  -0.552
H  1.44  2.97  -2.38  0.217
H  -0.02  -1.50  -1.13  0.212
C  3.41  -1.34  -0.04  0.012
O  -0.97  2.38  -1.04  -0.429
C  -3.58  0.63  1.57  -0.211
H  5.52  -1.25  -0.11  0.243
C  1.62  -0.35  1.53  -0.062
H  2.09  3.88  -0.99  0.234
H  0.07  -3.02  -3.08  0.214
H  -1.56  0.08  -2.10  0.149
C  4.59  -1.48  -0.64  -0.690
H  0.55  -4.54  -0.12  0.206
C  -2.11  -0.37  -0.19  -0.197
C  1.50  3.22  -1.34  -0.216
C  3.17  2.00  -0.13  0.231
H  4.78  -2.36  -1.48  0.226
C  -2.01  2.71  -0.31  0.269
C  -1.84  -0.61  -1.66  -0.348
H  0.30  4.45  1.08  0.250
C  -0.73  -2.19  -3.19  -0.631
H  3.05  -3.53  -0.39  0.163
C  -3.22  1.62  -0.75  -0.180
H  0.47  0.58  3.20  0.207
C  -0.46  3.88  0.58  -0.300
H  -2.65  1.15  2.08  0.189
H  -0.26  -3.67  1.32  0.220

Summary:
LUMO level = 0.5 eV
Molecular weight = 387.59 u
Net charge = 0

***

What is the stability order? It is version one, version two, from most stable to least stable.

***

Version one
Computed, not measured: the ion C4H4NO3 with charge -1, with ωB97M-V/def2-TZVPD.

Each line ends with the natural charge from an NBO analysis.
CARTESIAN COORDINATES (ANGSTROEM)
C  0.39  -0.38  0.49  -0.046
H  -0.21  -1.21  0.86  0.148
O  0.91  2.48  0.78  -0.779
H  1.40  1.02  1.26  0.510
C  -0.79  0.96  0.10  -0.094
O  1.33  0.03  1.41  -0.781
C  -0.28  2.39  0.42  0.740
H  0.84  -0.62  -0.49  0.122
O  -1.12  3.29  0.26  -0.734
C  -1.92  0.67  -0.71  0.038
N  -2.22  0.61  0.51  -0.308
H  -2.37  0.62  -1.68  0.183

Summary:
LUMO level = 4.0 eV
Molecular weight = 114.08 u
Net charge = -1

***

Version two
Computed, not measured: a cluster of 2 separate species, C4H4NO3 in total, with ωB97M-V/def2-TZVPD.

Each line ends with the natural charge from an NBO analysis.
CARTESIAN COORDINATES (ANGSTROEM)
C  -0.67  1.07  1.23  -0.299
H  -0.15  -1.69  -0.59  0.166
O  -2.17  1.89  -0.90  -0.680
C  -0.24  -0.55  -0.44  -0.252
O  -0.74  -0.35  0.92  -0.564
C  -1.16  2.37  -0.42  0.946
O  -0.31  3.19  -0.38  -0.638
H  0.43  1.26  1.38  0.180
H  0.65  -0.06  -0.39  0.158
H  -0.79  0.04  -1.15  0.197
N  -2.43  2.05  2.81  -0.466
C  -1.63  1.57  2.08  0.253

Summary:
LUMO level = 4.0 eV
Molecular weight = 114.08 u
Net charge = -1

***

What is the stability order? It is version two, version one, from most stable to least stable.

***

Version one
Computed, not measured: an isolated molecule of C5H3F, with ωB97M-V/def2-TZVPD.

Each line ends with the natural charge from an NBO analysis.
CARTESIAN COORDINATES (ANGSTROEM)
H  2.80  -1.82  -0.14  0.235
F  -0.12  1.74  -0.20  -0.317
C  2.24  -0.94  -0.07  -0.188
C  -2.11  -1.09  -0.04  -0.167
C  1.23  -0.24  -0.01  -0.042
C  -1.14  -0.37  -0.04  -0.060
H  0.02  0.65  1.39  0.218
H  -2.96  -1.72  -0.16  0.238
C  -0.01  0.50  0.29  0.082

Summary:
LUMO level = 0.7 eV
Molecular weight = 82.08 u
Net charge = 0

***

Version two
Computed, not measured: an isolated molecule of C5H3F, with ωB97M-V/def2-TZVPD.

Each line ends with the natural charge from an NBO analysis.
CARTESIAN COORDINATES (ANGSTROEM)
H  -1.77  -0.94  -0.72  0.216
F  1.55  2.23  -0.45  -0.263
C  0.89  0.29  0.91  -0.014
H  0.37  -1.91  0.61  0.251
H  -1.57  0.51  0.39  0.215
C  0.38  -0.06  -0.83  -0.030
C  0.17  -0.89  0.37  -0.262
C  -1.11  -0.29  -0.17  -0.421
C  1.12  1.05  -0.11  0.309

Summary:
LUMO level (spin up / spin down) = -0.5 / -0.5 eV
Molecular weight = 82.08 u
Net charge = 0

***

Version three
Computed, not measured: an isolated molecule of C5H3F, with ωB97M-V/def2-TZVPD.

Each line ends with the natural charge from an NBO analysis.
CARTESIAN COORDINATES (ANGSTROEM)
H  2.59  -0.85  3.41  0.235
C  1.96  -0.71  2.59  -0.141
C  -1.18  0.01  -1.57  -0.020
F  -1.39  1.36  -1.79  -0.347
H  -0.72  -0.44  -2.48  0.198
C  -0.31  -0.20  -0.42  0.026
C  0.42  -0.33  0.53  -0.059
H  -2.16  -0.44  -1.40  0.198
C  1.25  -0.53  1.63  -0.089

Summary:
LUMO level = 0.7 eV
Molecular weight = 82.08 u
Net charge = 0

***

What is the stability order? It is version three, version one, version two, from most stable to least stable.

***

Version one
Computed, not measured: a cluster of 2 separate species, C4H4O2 in total, with ωB97M-V/def2-TZVPD.

Each line ends with the natural charge from an NBO analysis.
CARTESIAN COORDINATES (ANGSTROEM)
H  1.65  -0.11  0.85  0.109
H  -0.76  -1.02  -0.88  0.236
C  -1.19  0.51  1.32  0.484
H  1.11  1.45  -0.90  0.197
O  0.81  -1.94  1.04  -0.503
H  -0.48  1.33  -1.79  0.206
O  -2.24  0.10  1.45  -0.498
C  0.23  0.86  -1.12  -0.287
C  0.91  -0.86  0.51  0.399
C  -0.03  -0.31  -0.49  -0.342

Summary:
LUMO level = -0.4 eV
Molecular weight = 84.07 u
Net charge = 0

***

Version two
Computed, not measured: a structure of composition C4H4O2, with ωB97M-V/def2-TZVPD.

Each line ends with the natural charge from an NBO analysis.
CARTESIAN COORDINATES (ANGSTROEM)
H  -1.54  -0.82  -2.34  0.178
C  -0.75  -0.51  -1.65  0.374
O  -0.05  0.39  2.15  -0.685
C  0.52  0.35  0.89  -0.180
H  0.57  0.79  2.76  0.477
O  -0.12  -1.42  -1.05  -0.577
C  -0.44  0.88  -1.40  -0.300
H  1.61  0.22  0.86  0.209
C  -0.03  0.98  -0.21  0.093
H  0.22  -0.86  -0.01  0.411

Summary:
LUMO level (spin up / spin down) = -0.3 / -0.3 eV
Molecular weight = 84.07 u
Net charge = 0

***

What is the stability order? It is version one, version two, from most stable to least stable.